Record 1
Computed, not measured: a structure of composition C22H19N4O6Tc, with ωB97M-V/def2-TZVPD.

Properties
calculated total energy	-43563.032	eV
spin multiplicity	2
expectation value of S²	0.7644
charge	+1

The geometry in XYZ format:
```
52
Properties=species:S:1:pos:R:3:forces:R:3
C 0.0636 1.4075 -2.6570 0.0 0.0 -0.3
H 0.1571 0.5590 4.2710 0.0 0.0 0.0
C 1.4906 0.0341 2.6962 -0.5 -0.3 -0.3
C -0.0050 1.9157 -1.3540 0.0 0.0 0.4
N -3.8312 -0.9015 0.3448 0.0 0.0 0.0
H 1.1578 -0.0195 -3.8772 0.0 0.1 0.0
O 0.2084 -2.5841 -0.1181 -0.5 -0.1 -0.2
O -5.7198 -3.1093 -0.0526 0.1 0.1 0.1
O -1.1574 -4.3003 -0.5883 -0.1 -0.1 0.0
Tc 0.4556 -0.7060 0.0536 0.5 0.3 0.7
O -4.0078 -4.4922 0.1807 0.0 0.0 0.1
C -0.3015 2.2184 -3.7472 0.0 -0.1 0.1
N -1.6824 -0.8702 0.1205 0.1 0.1 0.1
H -0.2139 1.8156 -4.7498 0.0 0.0 0.0
O 0.3522 1.2006 -0.2827 -0.1 -0.2 -0.4
H 1.9494 1.3876 5.7612 0.0 0.0 0.0
H 4.8773 0.3860 2.8176 0.0 0.0 0.0
C 3.0498 -1.5547 -1.1589 -0.1 0.1 0.2
H -1.1279 5.0208 -2.0745 0.0 0.0 0.0
H 3.4937 -2.5171 -0.9060 0.1 0.0 0.0
C -0.4191 3.2376 -1.1600 0.0 0.0 0.0
H 4.3324 -0.6807 0.8687 0.0 0.0 0.1
H 4.3221 1.3082 5.0361 0.0 0.0 0.0
C 1.1928 0.5411 3.9610 0.1 0.0 0.1
C -0.8007 4.0021 -2.2408 0.0 0.1 -0.1
H -5.9011 -2.1961 -0.3008 0.0 0.0 -0.1
H 1.4804 -2.7486 -2.0492 0.0 0.0 0.0
H -4.7517 -0.5611 0.5704 0.0 0.0 0.1
C -2.1087 -2.1698 -0.0261 0.2 0.1 0.0
C 3.2580 -0.5669 1.0185 0.0 -0.1 0.1
C -2.7320 -0.1156 0.3609 0.0 -0.1 0.0
C -2.7549 1.3461 0.6167 0.0 0.0 0.0
H -0.4312 3.6329 -0.1527 0.0 0.0 0.0
N 2.4791 -0.9481 0.0707 -0.1 -0.1 -0.4
C -0.7590 3.4963 -3.5476 0.0 0.0 0.1
C 2.2012 0.9956 4.7838 0.0 0.0 0.0
C 3.5401 0.9523 4.3803 0.0 0.0 0.0
H 2.3278 -1.7093 -3.2103 0.1 0.0 0.0
C 3.8452 0.4417 3.1441 0.0 0.0 0.0
C 2.8348 -0.0187 2.2764 0.2 0.0 -0.1
H -1.8592 1.6328 1.1639 0.0 0.0 0.0
C 1.9361 -1.7747 -2.1953 -0.2 0.2 -0.1
H -3.6321 1.6209 1.2011 0.0 0.0 0.0
H 3.8319 -0.9022 -1.5485 0.0 0.0 0.0
N 0.9114 -0.7334 -1.9861 0.2 -0.1 -0.2
C -4.3978 -3.3745 0.0864 -0.1 -0.2 -0.2
H -1.0555 4.1124 -4.3842 0.0 0.0 0.0
C -3.4638 -2.2147 0.1099 -0.2 0.1 0.1
O 0.4494 -0.3861 1.9600 0.0 0.4 0.2
C -1.0325 -3.1648 -0.2734 0.5 0.1 0.0
H -2.7755 1.9024 -0.3215 0.0 0.0 0.0
C 0.7237 0.1529 -2.8914 0.0 -0.2 0.0
```
Forces are in eV/Å.

=====

Record 2
Computed, not measured: the molecule CF2NPS at a distorted geometry, with ωB97M-V/def2-TZVPD.

Properties
calculated total energy	-28087.336	eV
SMILES	N#CP(F)(F)=S

The geometry in XYZ format:
```
6
Properties=species:S:1:pos:R:3:forces:R:3
F -0.4729 -1.1950 -1.2152 -0.1 0.4 0.6
F -0.5258 -1.1529 1.2180 0.7 1.1 -1.7
N 2.2080 1.0560 0.1629 1.6 0.8 0.1
P -0.5318 -0.1599 -0.0460 0.8 -0.5 0.8
C 1.3305 0.4119 -0.1682 -4.4 -1.3 0.6
S -2.0081 1.0399 0.0485 1.4 -0.5 -0.3
```
Forces are in eV/Å.

=====

Record 3
Computed, not measured: a cluster of 9 separate species, C24H70N4O13 in total at a distorted geometry, with ωB97M-V/def2-TZVPD.

Properties
calculated total energy	-58592.850	eV
SMILES	COCCNCCOC.COCCNCCOC.COCCNCCOC.COCCNCCOC.O.O.O.O.O

The geometry in XYZ format:
```
111
Properties=species:S:1:pos:R:3:forces:R:3
H 3.4778 -10.7224 -4.6737 0.1 0.3 0.1
H 2.5037 -6.3674 -2.0043 0.3 0.0 -0.6
H -2.2453 5.6683 0.6331 0.0 0.5 0.1
H 4.3679 -9.5384 -1.3462 0.1 -0.1 0.2
H 5.7473 0.8998 2.6307 0.0 0.3 -0.4
C 3.9952 -10.3994 -3.7703 -0.4 0.8 1.9
H 0.6753 -0.1263 1.2475 0.0 0.1 -0.3
H -5.5361 0.8013 4.7046 -0.4 -0.3 0.5
O 3.1778 0.3895 -3.0822 -0.2 -0.1 0.2
H -0.5632 4.8428 -4.4618 -0.2 0.3 -0.3
H 3.4330 -1.9837 6.2830 0.2 0.5 -0.4
H 1.9128 0.4730 0.0523 -0.2 0.0 -0.2
H -0.1331 1.2136 -4.3854 0.0 -0.1 0.8
C -6.6185 -0.2784 2.3111 0.1 -0.7 -1.4
C -1.1189 4.4818 -3.5964 -0.9 0.5 0.5
H -7.1592 0.7417 -1.6071 -0.2 -0.6 0.0
H 4.4225 -8.1151 -2.3799 0.3 0.1 0.0
O -2.5580 4.4184 -3.8181 0.9 1.3 0.4
H 0.6197 -2.1422 -1.2062 -0.2 0.5 -0.4
C -0.7568 5.4184 -2.3645 -0.7 -2.3 0.0
N -6.0409 -0.3565 -0.1243 -0.8 0.5 1.1
C 3.8877 0.2788 1.7930 -0.4 0.1 -1.0
H -1.0679 6.8836 2.8195 -0.1 0.2 -0.3
H -5.1324 -0.1224 0.2497 1.3 -1.4 -1.3
O 1.3568 -4.0044 -1.4938 0.6 0.1 0.3
H -0.2917 3.4380 -0.4351 -0.7 1.2 -0.5
C -0.0959 6.2440 0.5550 -1.0 -0.1 -0.8
O 2.4755 0.2833 2.0184 1.1 0.5 0.8
C 4.7662 0.3226 6.6272 0.8 2.3 0.3
O -0.2073 1.2515 -5.3389 -0.1 0.2 -0.5
C 4.6841 0.9263 2.8691 -0.2 -0.5 2.1
H 4.8459 1.9510 5.1473 0.3 0.5 0.6
H -2.5949 0.6264 -3.3906 0.1 -0.3 0.3
N -1.3478 4.8852 -1.0690 0.5 0.7 -1.0
H 2.7506 0.5289 -3.9274 -0.1 0.1 -0.2
H -1.8076 6.8750 -0.6898 -0.4 0.3 0.5
O -1.8422 1.7731 1.4921 -0.4 -0.2 0.3
C 5.1276 0.8998 5.2075 0.0 -1.7 1.5
H 4.5433 -2.9231 7.2118 0.5 0.2 -0.1
H -2.6750 2.2341 1.3907 -0.2 0.0 0.1
O 0.0620 5.4962 1.7258 0.4 0.6 0.0
H -5.6582 -0.7826 2.4194 0.8 0.7 0.8
H -6.8028 2.0940 4.6906 0.0 -0.2 -0.2
H 2.0092 -1.1842 0.7038 -0.2 -0.2 -0.3
H 4.3731 1.9317 3.1530 0.0 0.7 -1.0
H -0.2598 5.6249 3.7016 -0.2 -0.3 0.0
H 4.1823 -11.2413 -3.1037 0.6 -0.5 -0.5
C -3.0336 4.0858 -5.1405 0.4 -0.2 1.7
O 5.1899 -0.9547 7.0237 -0.6 -0.5 -0.8
H 1.8356 -8.4470 -1.0964 -0.5 0.2 -0.4
C -6.6028 0.4574 0.9752 -0.5 0.3 0.2
H -2.7184 3.0491 -5.2578 -0.2 0.0 -1.0
O -7.1074 0.5576 3.3151 0.1 0.6 1.3
H 4.2809 -0.7268 1.6440 -0.2 -0.4 0.1
H -0.0077 1.2784 -1.5940 -0.2 0.5 0.6
H -1.2431 2.2266 0.8991 0.6 0.0 -0.1
C 1.7142 -0.1572 0.9192 0.5 -0.3 0.6
H -3.6966 1.5460 -2.4138 -0.3 -0.2 0.4
O 0.2154 0.9580 -2.4679 -0.1 -0.3 -0.7
H -5.9995 -0.1225 -3.4865 -0.2 0.0 -0.3
C 3.7545 -8.8424 -1.9183 0.9 -0.4 -1.0
H 3.5491 -1.7839 8.0162 -0.1 0.4 0.2
C -6.1544 0.3707 -1.4053 1.7 -1.0 0.3
O -4.1497 -0.5338 -2.7558 -0.9 0.5 0.7
H 0.9131 -2.6691 -2.9556 -0.2 0.3 0.2
H 5.3023 1.0672 7.2156 0.8 -0.2 0.5
H -5.8948 1.2750 1.1104 -0.2 0.8 0.2
H -2.7114 4.7914 -5.9063 0.4 -0.2 -0.1
H 2.7161 -6.0155 0.7929 -0.1 0.3 0.3
H 2.2547 -2.1386 -1.9090 0.2 0.0 -0.1
C -5.5794 -0.5291 -2.5666 -0.4 1.6 -0.2
O 0.2173 2.6710 -0.1728 0.4 -1.0 0.1
N 2.9716 -6.6002 -1.1400 0.0 -0.1 -1.0
H 0.0684 7.3215 0.5661 -0.1 0.4 1.2
C 4.1400 -1.9156 7.1098 -0.1 -0.5 0.5
H -1.7143 5.2251 2.7160 -0.1 0.0 0.3
O 3.1255 -9.5822 -2.9823 -1.3 0.9 0.2
H 4.1120 0.4863 -3.2667 0.3 0.0 0.0
C 1.2783 -2.6227 -1.9297 0.3 -1.5 0.9
H 3.8025 0.6066 7.0497 -0.9 -0.7 -0.8
H -2.2212 4.4328 -1.2983 -0.4 0.3 -0.1
H -5.5540 1.2639 -1.2331 0.1 0.5 -0.8
H 3.5946 -0.0415 4.2766 -0.2 0.1 0.1
H 4.8962 -9.8073 -3.9309 0.3 -0.4 -0.6
H 2.2701 -3.7121 0.4363 -0.9 0.1 0.2
C -3.6506 0.7373 -3.1432 0.8 -0.1 -0.5
H -4.1151 4.1720 -5.0353 0.0 -0.2 -0.2
H 3.0428 -8.3215 0.0468 0.5 0.1 0.1
C -1.5117 6.0091 -0.0975 1.8 -1.5 -1.1
C 2.2520 -5.7857 -0.1663 0.3 -1.3 0.5
H -7.5738 0.9007 0.7543 -0.2 -0.2 0.0
H 4.1238 0.8121 0.8722 -0.2 0.2 -0.4
H -5.5037 1.9200 3.4527 -0.3 0.5 -0.3
H -1.0308 6.4632 -2.5107 -0.3 0.0 -0.3
H 1.1264 2.9154 -0.3464 0.3 0.0 0.2
H 0.9982 0.4234 -2.3349 0.3 -0.2 0.0
H 0.7576 5.9481 -0.0550 -0.4 -0.5 -0.5
H 0.6416 0.9454 -5.6581 0.1 -0.1 -0.2
H -7.2084 -1.1891 2.2071 -0.9 0.3 0.2
H -0.7910 3.4509 -3.4630 0.3 0.0 0.5
C 2.8492 -8.0594 -0.9934 -0.8 0.0 0.6
H 3.3166 -4.0449 -0.8277 0.3 -0.3 -0.4
C 2.3248 -4.3185 -0.4679 0.0 0.7 -0.9
H 0.3280 5.3793 -2.2652 0.1 0.1 -0.1
H 6.1936 0.7118 5.0794 0.4 0.8 0.4
H -5.9714 -1.5418 -2.4722 0.5 0.0 0.3
H 1.2260 -6.1506 -0.1207 -0.5 0.4 0.3
C -0.8072 5.8260 2.7807 0.2 0.0 0.4
N 4.5650 0.2031 4.1395 -1.3 -1.9 -1.9
H -4.0657 1.1193 -4.0758 -0.7 -0.1 -0.1
C -6.2139 1.3976 4.0937 0.4 -1.1 -1.2
```
Forces are in eV/Å.

=====

Record 4
Computed, not measured: a structure of composition C44H39BiBrN10O4S, with ωB97M-V/def2-TZVPD.

Properties
calculated total energy	-156062.809	eV
charge	+1

The geometry in XYZ format:
```
100
Properties=species:S:1:pos:R:3:forces:R:3
C -2.8132 -2.2370 2.4494 -0.1 0.0 0.0
H 2.5207 -1.5219 -2.5312 0.1 0.1 0.0
H -0.0385 6.4348 0.9443 0.0 0.0 0.0
H -0.6026 -1.3667 5.1320 0.0 0.0 0.0
C -5.3351 0.3405 1.3535 0.0 0.0 0.0
C -0.5266 7.1993 4.7002 0.0 0.0 0.0
H -0.8095 3.5777 3.1231 0.0 0.1 -0.1
C 4.1770 0.3769 -4.8028 0.0 0.0 0.0
N -0.6969 4.3194 2.4340 0.1 0.0 0.0
C -4.6958 -0.6229 2.1084 0.0 0.0 0.0
O 2.4791 1.6534 -0.2300 -0.1 0.2 -0.1
C -0.1746 6.6594 1.9906 0.0 0.0 0.1
O 1.7815 -0.4416 -0.5492 -0.2 0.0 0.1
C 4.2569 1.5578 -4.0774 0.0 0.0 0.0
C -1.1082 2.4930 -3.1894 0.0 0.0 -0.1
C 2.1331 -3.2281 0.1440 0.1 -0.1 0.0
H -0.6055 1.2557 -6.3019 0.0 0.0 0.0
H -1.2092 -0.5388 3.7231 0.0 -0.1 0.0
N 0.9054 -2.9872 0.6115 0.2 -0.1 0.1
C 1.6357 -0.1506 4.9388 0.0 -0.1 0.0
H -1.4939 3.3623 -2.6769 0.0 0.0 0.0
H -0.9693 5.1077 4.9040 0.0 0.0 0.0
C -1.5897 -4.1107 -3.8910 0.0 0.0 0.0
H 0.3701 -2.9799 3.0804 0.0 0.0 0.0
N -1.0636 -2.3726 -1.7912 0.0 -0.1 0.1
C -3.5023 -1.1645 1.6414 -0.1 0.0 0.0
H 3.4393 0.8295 5.5695 0.0 0.0 0.0
C -0.7622 2.7714 0.8194 0.0 -0.1 -0.1
C 3.7133 1.6368 -2.8027 0.0 -0.1 0.0
C -0.2825 -3.8463 -3.5175 0.0 0.0 0.0
H -3.0999 -2.1433 -1.6254 -0.1 0.0 0.1
C -2.3115 -2.6373 -2.1749 0.0 -0.1 0.0
H -3.3857 -3.1665 2.3315 0.0 0.0 0.1
H 1.9699 -6.5511 -0.3742 0.0 0.0 0.0
C 0.9063 -0.6102 3.8535 0.0 0.0 0.1
H 2.7717 -2.3621 0.0394 0.0 0.0 0.0
N -0.6783 2.6130 -0.5436 0.1 -0.2 -0.1
C 3.5505 -0.7075 -4.2156 0.1 -0.1 0.0
H 4.2779 1.0540 3.2153 0.0 0.0 0.0
H -2.8976 -1.9770 3.5057 0.0 0.0 0.0
C -0.0808 -2.9723 -2.4639 0.1 0.0 0.0
H 2.8716 0.1918 1.3782 0.0 0.0 0.2
C -0.1122 0.2401 -4.4796 0.0 0.0 0.0
H -1.6176 -4.5708 1.9429 0.0 0.0 -0.1
H 3.5644 -4.6339 -0.6002 0.0 0.0 0.0
H -2.0077 -3.6538 0.4876 0.0 0.1 0.0
H 1.2412 -0.2778 5.9366 0.0 0.0 0.0
O 2.8186 -2.8802 -4.4325 0.0 -0.2 0.0
C -0.5173 5.6456 2.8751 0.0 -0.1 0.0
C -4.7666 0.7364 0.1497 0.0 0.0 0.0
H 0.2511 8.7399 1.7948 0.0 0.0 0.0
C 1.6757 -5.5496 -0.0910 0.0 0.0 0.0
H -0.0596 9.2308 4.1972 0.0 0.0 0.0
C -3.5775 0.1520 -0.2306 0.0 0.0 -0.1
N -1.4026 -2.4769 2.1082 0.1 -0.1 0.1
C -1.3054 -3.7169 1.3228 0.0 0.0 0.0
C -0.6035 1.4261 -2.4512 0.0 0.0 0.2
H 4.5797 0.2904 -5.8006 0.0 0.0 0.0
H -5.2274 1.4890 -0.4726 0.0 0.0 0.0
C 2.8636 0.4588 4.7326 0.0 0.0 0.0
C -0.0150 7.9461 2.4784 0.0 0.0 0.0
C -0.6115 -2.5937 3.3484 0.1 0.0 0.0
C -0.4430 -1.2466 4.0606 0.0 0.0 0.0
N 3.4109 -1.9642 -4.9741 -0.1 0.3 0.0
C 0.0684 -4.0066 0.7645 -0.1 -0.1 0.1
N -2.9541 -0.7848 0.4938 0.0 0.0 -0.1
C -0.6957 5.9081 4.2276 0.0 0.1 0.0
C 0.4117 -5.3081 0.4167 0.0 0.1 0.0
H 0.5553 -4.2979 -4.0279 0.0 0.0 0.0
C 2.5642 -4.4900 -0.2176 -0.1 0.0 0.0
C 2.5517 0.0935 2.4062 0.2 -0.1 -0.1
H -6.2587 0.7831 1.6993 0.0 0.0 0.0
H 0.2890 -0.5136 -2.5185 0.0 0.1 0.0
C 3.3321 0.5827 3.4381 0.0 0.0 0.0
N -0.5998 1.4546 -1.0119 -0.1 0.3 0.0
C -1.1036 2.4248 -4.5707 0.0 0.0 0.0
H -5.1074 -0.9526 3.0527 0.0 0.0 0.0
S -1.0672 1.4629 1.9552 0.1 0.3 0.2
C -0.1156 0.3008 -3.0939 0.0 0.0 -0.1
C -0.6050 1.3014 -5.2217 0.0 0.0 0.0
N -0.6374 4.0140 1.1706 -0.1 0.1 0.1
H -1.4945 3.2539 -5.1449 0.0 0.0 0.0
H 3.7506 2.5551 -2.2333 0.0 0.0 0.0
H 4.7342 2.4219 -4.5172 0.0 0.0 0.0
Br -1.9484 -5.2882 -5.3111 0.0 0.0 0.0
O 3.8604 -1.9981 -6.0952 0.1 -0.1 -0.1
H 0.9299 -2.7290 -2.1559 0.0 -0.1 0.0
C 2.4179 0.6400 -0.9004 0.2 0.1 -0.2
H -3.0872 0.4447 -1.1525 0.0 0.0 0.0
C -2.6300 -3.4973 -3.2133 0.0 0.0 0.0
C -0.1880 8.2232 3.8280 0.0 0.0 0.0
H -3.6593 -3.6757 -3.4864 0.0 0.0 0.0
H -0.6643 7.4045 5.7526 0.0 0.0 0.0
C 3.0902 0.5295 -2.2382 0.0 0.1 0.0
H -1.0790 -3.3275 4.0181 0.0 0.0 0.0
H -0.2997 -6.1120 0.5485 0.0 0.0 0.0
H 0.2831 -0.6380 -4.9750 0.0 0.0 0.0
Bi -0.1928 -0.5594 0.5247 -0.1 -0.3 -0.1
N 1.3687 -0.4911 2.6014 -0.1 0.0 -0.1
C 3.0152 -0.6581 -2.9475 0.0 0.0 0.0
```
Forces are in eV/Å.

=====

What did the first record say?
Computed, not measured: a structure of composition C22H19N4O6Tc, with ωB97M-V/def2-TZVPD.

Properties
calculated total energy	-43563.032	eV
spin multiplicity	2
expectation value of S²	0.7644
charge	+1

The geometry in XYZ format:
```
52
Properties=species:S:1:pos:R:3:forces:R:3
C 0.0636 1.4075 -2.6570 0.0 0.0 -0.3
H 0.1571 0.5590 4.2710 0.0 0.0 0.0
C 1.4906 0.0341 2.6962 -0.5 -0.3 -0.3
C -0.0050 1.9157 -1.3540 0.0 0.0 0.4
N -3.8312 -0.9015 0.3448 0.0 0.0 0.0
H 1.1578 -0.0195 -3.8772 0.0 0.1 0.0
O 0.2084 -2.5841 -0.1181 -0.5 -0.1 -0.2
O -5.7198 -3.1093 -0.0526 0.1 0.1 0.1
O -1.1574 -4.3003 -0.5883 -0.1 -0.1 0.0
Tc 0.4556 -0.7060 0.0536 0.5 0.3 0.7
O -4.0078 -4.4922 0.1807 0.0 0.0 0.1
C -0.3015 2.2184 -3.7472 0.0 -0.1 0.1
N -1.6824 -0.8702 0.1205 0.1 0.1 0.1
H -0.2139 1.8156 -4.7498 0.0 0.0 0.0
O 0.3522 1.2006 -0.2827 -0.1 -0.2 -0.4
H 1.9494 1.3876 5.7612 0.0 0.0 0.0
H 4.8773 0.3860 2.8176 0.0 0.0 0.0
C 3.0498 -1.5547 -1.1589 -0.1 0.1 0.2
H -1.1279 5.0208 -2.0745 0.0 0.0 0.0
H 3.4937 -2.5171 -0.9060 0.1 0.0 0.0
C -0.4191 3.2376 -1.1600 0.0 0.0 0.0
H 4.3324 -0.6807 0.8687 0.0 0.0 0.1
H 4.3221 1.3082 5.0361 0.0 0.0 0.0
C 1.1928 0.5411 3.9610 0.1 0.0 0.1
C -0.8007 4.0021 -2.2408 0.0 0.1 -0.1
H -5.9011 -2.1961 -0.3008 0.0 0.0 -0.1
H 1.4804 -2.7486 -2.0492 0.0 0.0 0.0
H -4.7517 -0.5611 0.5704 0.0 0.0 0.1
C -2.1087 -2.1698 -0.0261 0.2 0.1 0.0
C 3.2580 -0.5669 1.0185 0.0 -0.1 0.1
C -2.7320 -0.1156 0.3609 0.0 -0.1 0.0
C -2.7549 1.3461 0.6167 0.0 0.0 0.0
H -0.4312 3.6329 -0.1527 0.0 0.0 0.0
N 2.4791 -0.9481 0.0707 -0.1 -0.1 -0.4
C -0.7590 3.4963 -3.5476 0.0 0.0 0.1
C 2.2012 0.9956 4.7838 0.0 0.0 0.0
C 3.5401 0.9523 4.3803 0.0 0.0 0.0
H 2.3278 -1.7093 -3.2103 0.1 0.0 0.0
C 3.8452 0.4417 3.1441 0.0 0.0 0.0
C 2.8348 -0.0187 2.2764 0.2 0.0 -0.1
H -1.8592 1.6328 1.1639 0.0 0.0 0.0
C 1.9361 -1.7747 -2.1953 -0.2 0.2 -0.1
H -3.6321 1.6209 1.2011 0.0 0.0 0.0
H 3.8319 -0.9022 -1.5485 0.0 0.0 0.0
N 0.9114 -0.7334 -1.9861 0.2 -0.1 -0.2
C -4.3978 -3.3745 0.0864 -0.1 -0.2 -0.2
H -1.0555 4.1124 -4.3842 0.0 0.0 0.0
C -3.4638 -2.2147 0.1099 -0.2 0.1 0.1
O 0.4494 -0.3861 1.9600 0.0 0.4 0.2
C -1.0325 -3.1648 -0.2734 0.5 0.1 0.0
H -2.7755 1.9024 -0.3215 0.0 0.0 0.0
C 0.7237 0.1529 -2.8914 0.0 -0.2 0.0
```
Forces are in eV/Å.